No. 1
DFT (ωB97M-V/def2-TZVPD) results for a cluster of 3 separate species, C24H46BF18N6O2P2 in total.

As for the LUMO energy: 0.75 eV. The calculation puts the HOMO-LUMO gap at 5.551 eV. As for the HOMO energy: -4.8 eV. Its total charge is -1.

```
99
C24H46BF18N6O2P2 ωB97M-V/def2-TZVPD
F -3.776 3.751 2.442
C -3.015 3.653 1.208
C -3.730 4.540 0.063
B -5.034 3.635 -0.471
C -4.804 3.041 -1.998
C -3.502 2.118 -2.160
C -3.808 0.595 -2.496
F -4.989 0.262 -1.762
F -4.159 0.486 -3.854
C -2.699 -0.443 -2.013
F -2.171 -0.063 -0.740
F -3.383 -1.669 -1.761
C -1.569 -0.806 -3.102
F -2.117 -1.457 -4.234
F -0.732 -1.800 -2.503
C -0.733 0.433 -3.643
F -0.511 1.348 -2.584
F -1.463 1.170 -4.598
C 0.711 0.085 -4.222
F 1.219 1.302 -4.751
F 1.537 -0.237 -3.149
C 0.743 -0.952 -5.423
F -0.259 -0.692 -6.385
F 0.513 -2.286 -5.019
C 2.121 -0.989 -6.245
F 2.011 -2.114 -7.101
F 2.305 0.104 -7.086
C 3.421 -1.244 -5.363
F 3.303 -2.267 -4.439
F 4.438 -1.647 -6.258
F 3.916 -0.110 -4.729
H -3.045 2.542 0.926
H -1.915 3.906 1.355
H -2.988 4.592 -0.803
H -4.028 5.569 0.434
H -5.950 4.410 -0.542
H -5.330 2.803 0.333
H -4.656 3.962 -2.673
H -5.768 2.555 -2.349
H -2.908 2.546 -3.045
H -2.839 2.264 -1.249
O 2.038 3.565 2.224
P 3.300 2.709 2.007
N 4.031 3.905 1.002
C 4.774 3.753 -0.230
C 4.483 5.102 1.710
N 2.427 1.517 1.088
C 2.298 1.592 -0.358
C 1.082 1.221 1.618
N 4.736 1.689 1.893
C 5.893 2.118 2.669
C 5.039 0.605 0.985
H 5.796 3.381 -0.070
H 4.864 4.714 -0.746
H 4.282 3.111 -0.952
H 5.427 4.924 2.239
H 3.744 5.427 2.447
H 4.627 5.948 1.032
H 1.895 2.558 -0.687
H 1.642 0.805 -0.741
H 3.247 1.405 -0.864
H 0.346 1.978 1.317
H 1.098 1.165 2.708
H 0.736 0.246 1.257
H 6.593 2.701 2.060
H 6.435 1.269 3.094
H 5.581 2.738 3.514
H 5.298 0.964 -0.014
H 4.222 -0.113 0.910
H 5.893 0.016 1.338
O 0.455 -2.983 3.581
P -0.535 -3.988 2.959
N -1.183 -2.809 1.884
C -2.557 -2.554 1.501
C -0.291 -2.414 0.794
N -1.451 -4.111 4.436
C -2.589 -3.251 4.720
C -0.620 -4.128 5.652
N -1.568 -5.237 2.259
C -1.178 -5.730 0.944
C -2.870 -5.710 2.674
H -2.945 -3.298 0.793
H -2.651 -1.579 1.017
H -3.236 -2.493 2.345
H -0.273 -3.172 0.001
H 0.734 -2.278 1.150
H -0.581 -1.463 0.340
H -2.336 -2.188 4.628
H -2.973 -3.422 5.730
H -3.441 -3.477 4.078
H -0.301 -3.120 5.945
H 0.269 -4.746 5.507
H -1.177 -4.567 6.489
H -1.723 -5.216 0.144
H -1.357 -6.804 0.843
H -0.108 -5.579 0.777
H -3.665 -5.006 2.418
H -2.911 -5.930 3.741
H -3.123 -6.659 2.187
```

---

No. 2
DFT (ωB97M-V/def2-TZVPD) results for a structure of composition C24H46Cl3CrN2O4Si.

The spin multiplicity is 5. As for the LUMO energy (spin up / spin down): 2.34 / 2.33 eV. The calculation puts the HOMO-LUMO gap (spin up / spin down) at 3.929 / 6.836 eV. As for the expectation value of S²: 6.011. As for the HOMO energy (spin up / spin down): -1.6 / -4.5 eV. Its energy relative to the best compared isomer or geometry (same formula, charge and spin) is 140.5 kJ/mol. Its total charge is -1.

```
81
C24H46Cl3CrN2O4Si ωB97M-V/def2-TZVPD
C -1.892 3.536 0.053
C -2.177 2.417 -0.884
H -1.775 4.491 -0.467
H -0.954 3.302 0.563
H -2.672 3.648 0.823
C -2.575 2.567 -2.156
C -2.820 3.893 -2.796
H -2.859 1.700 -2.759
H -2.174 4.680 -2.373
H -3.869 4.223 -2.726
H -2.581 3.824 -3.868
Cr 0.560 -0.507 0.801
Cl -0.844 -0.579 2.536
Cl 2.262 0.757 1.610
C -1.347 -2.691 -0.009
O -0.294 -2.039 -0.265
N -1.761 -3.698 -0.755
C -1.049 -4.165 -1.954
C -3.067 -4.318 -0.556
H -1.948 -2.415 0.860
H -0.031 -3.747 -2.023
H -1.615 -3.909 -2.853
H -0.988 -5.262 -1.905
H -3.550 -3.836 0.299
H -2.913 -5.387 -0.367
H -3.665 -4.185 -1.465
H 0.801 2.461 -1.764
H -0.307 1.153 -4.079
C 1.665 1.891 -2.086
C 0.721 0.747 -4.066
N 1.229 0.633 -2.700
H 2.286 1.662 -1.228
C 1.377 -0.537 -2.077
O 1.764 -0.631 -0.885
H 0.718 -0.241 -4.561
H 1.161 -1.449 -2.678
H 2.215 2.461 -2.829
H 1.356 1.441 -4.634
O -0.492 0.970 -0.200
C -1.850 1.034 -0.307
C -2.059 -0.569 -2.348
C -2.549 -0.074 -1.131
H -1.065 -0.292 -2.695
C -2.898 -1.355 -3.157
H -2.293 0.995 0.698
C -3.824 -0.405 -0.711
H -2.573 -1.688 -4.151
C -4.169 -1.697 -2.709
C -4.640 -1.219 -1.487
H -4.178 0.055 0.216
H -4.822 -2.355 -3.301
H -5.648 -1.440 -1.120
Si 2.673 3.181 2.696
Cl 1.211 3.462 1.174
C 4.329 2.867 1.838
C 2.050 2.237 4.201
C 3.150 4.899 3.408
H 4.247 2.435 0.829
H 4.933 2.186 2.449
H 4.879 3.814 1.770
H 3.625 5.522 2.640
H 3.893 4.721 4.200
H 2.318 5.446 3.849
H 1.294 1.475 3.985
H 1.612 2.925 4.943
H 2.900 1.733 4.688
C 2.114 -1.389 4.126
C 2.779 -1.699 2.822
O 1.868 -2.064 1.757
C 1.462 -3.462 1.855
C 2.010 -4.257 0.698
H 1.066 -1.050 4.005
H 2.661 -0.591 4.648
H 2.118 -2.276 4.754
H 3.266 -0.799 2.442
H 3.570 -2.456 2.884
H 1.845 -3.857 2.814
H 0.367 -3.477 1.902
H 3.100 -4.233 0.707
H 1.676 -5.286 0.805
H 1.657 -3.860 -0.259
```

---

No. 3
DFT (ωB97M-V/def2-TZVPD) results for a structure of composition C24H46Cl3N2O4PtSi.

The spin multiplicity is 3. As for the LUMO energy (spin up / spin down): 2.51 / 0.85 eV. The calculation puts the HOMO-LUMO gap (spin up / spin down) at 3.640 / 4.413 eV. As for the expectation value of S²: 2.006. As for the HOMO energy (spin up / spin down): -1.1 / -3.6 eV. Its energy relative to the best compared isomer or geometry (same formula, charge and spin) is 367.6 kJ/mol. Its total charge is -1.

```
81
C24H46Cl3N2O4PtSi ωB97M-V/def2-TZVPD
C 3.101 -2.384 -2.042
C 2.566 -1.524 -3.128
H 2.601 -3.364 -2.096
H 2.869 -1.923 -1.068
H 4.194 -2.561 -2.141
C 2.582 -1.933 -4.425
C 3.250 -3.167 -4.878
H 2.146 -1.336 -5.217
H 2.833 -4.103 -4.486
H 4.321 -3.165 -4.636
H 3.160 -3.224 -5.963
Pt 0.886 1.232 -0.435
Cl 0.093 -3.291 -0.586
Cl 2.739 2.607 -0.881
C 0.754 3.794 1.044
O 0.141 2.695 0.866
N 0.060 4.861 1.399
C -1.368 4.656 1.590
C 0.695 6.168 1.319
H 1.834 3.908 0.877
H -1.549 3.870 2.342
H -1.857 4.362 0.648
H -1.796 5.591 1.936
H 1.713 6.082 1.726
H 0.109 6.890 1.892
H 0.760 6.494 0.268
H -0.572 -4.058 3.263
H -2.485 -4.077 0.651
C -1.623 -4.348 3.431
C -3.185 -4.004 1.507
N -2.531 -3.485 2.696
H -1.824 -4.256 4.510
C -2.628 -2.171 3.023
O -3.033 -1.284 2.265
H -4.009 -3.334 1.243
H -2.301 -1.967 4.065
H -1.771 -5.386 3.109
H -3.564 -5.011 1.730
O 1.801 -0.028 -1.422
C 2.217 -0.066 -2.766
C 0.297 0.024 -4.510
C 1.329 0.645 -3.784
H -0.009 -1.004 -4.277
C -0.359 0.728 -5.538
H 3.182 0.483 -2.836
C 1.653 1.972 -4.056
H -1.097 0.205 -6.161
C -0.046 2.070 -5.780
C 0.953 2.696 -5.023
H 2.427 2.443 -3.443
H -0.542 2.643 -6.568
H 1.225 3.738 -5.203
Si -1.623 -3.686 -1.741
Cl -0.871 -4.590 -3.302
C -2.121 -1.834 -2.004
C -0.600 1.921 -1.724
C -0.543 0.279 0.653
H -2.278 -1.523 -3.048
H -1.395 -1.154 -1.511
H -3.091 -1.850 -1.440
H -0.263 0.246 1.719
H -0.683 -0.753 0.332
H -1.511 0.781 0.640
H -0.786 1.179 -2.507
H -0.227 2.839 -2.193
H -1.547 2.135 -1.221
C -2.245 1.199 4.504
C -0.751 0.933 4.490
O -0.534 -0.475 4.428
C 0.815 -0.936 4.525
C 1.401 -0.841 5.932
H -2.757 0.629 3.716
H -2.415 2.275 4.368
H -2.655 0.897 5.478
H -0.277 1.420 3.616
H -0.277 1.329 5.403
H 0.757 -1.983 4.193
H 1.448 -0.374 3.818
H 0.714 -1.246 6.679
H 2.327 -1.417 5.959
H 1.644 0.194 6.188
```

---

No. 4
DFT (ωB97M-V/def2-TZVPD) results for a structure of composition C24H46Cl3N2O4SiTi.

The spin multiplicity is 3. As for the LUMO energy (spin up / spin down): 2.40 / 2.36 eV. The calculation puts the HOMO-LUMO gap (spin up / spin down) at 2.674 / 7.769 eV. As for the expectation value of S²: 2.006. As for the HOMO energy (spin up / spin down): -0.3 / -5.4 eV. Its energy relative to the best compared isomer or geometry (same formula, charge and spin) is 139.6 kJ/mol. Its total charge is -1.

```
81
C24H46Cl3N2O4SiTi ωB97M-V/def2-TZVPD
C -2.601 3.207 -1.959
C -1.359 4.016 -1.707
H -3.295 3.278 -1.107
H -2.414 2.144 -2.150
H -3.124 3.600 -2.852
C -1.419 5.299 -1.295
C -2.653 6.067 -1.003
H -0.492 5.872 -1.199
H -3.390 5.510 -0.405
H -3.133 6.417 -1.927
H -2.353 6.956 -0.437
Ti -0.042 0.288 -2.079
Cl -1.461 -0.592 -3.595
Cl 1.656 0.406 -3.623
C 2.191 -1.459 -1.268
O 1.172 -0.803 -0.886
N 3.096 -1.943 -0.430
C 2.775 -2.334 0.941
C 4.381 -2.348 -0.987
H 2.431 -1.604 -2.328
H 1.945 -3.060 0.959
H 2.501 -1.460 1.549
H 3.680 -2.792 1.356
H 4.216 -2.888 -1.921
H 4.908 -2.969 -0.269
H 4.984 -1.470 -1.223
H -4.368 -2.943 -0.020
H -3.411 0.501 1.069
C -3.581 -2.822 0.749
C -3.430 -0.487 1.524
N -2.938 -1.516 0.620
H -2.842 -3.636 0.633
C -2.076 -1.312 -0.372
O -1.449 -0.223 -0.567
H -2.866 -0.480 2.463
H -1.884 -2.191 -1.011
H -4.053 -2.865 1.735
H -4.453 -0.758 1.787
O -0.096 2.000 -2.037
C 0.008 3.421 -2.088
C 1.069 4.487 -0.038
C 1.220 3.864 -1.280
H 0.070 4.481 0.398
C 2.128 5.184 0.547
H 0.186 3.760 -3.120
C 2.514 3.601 -1.726
H 1.968 5.765 1.456
C 3.388 5.143 -0.050
C 3.595 4.312 -1.176
H 2.667 2.881 -2.552
H 4.226 5.709 0.376
H 4.598 4.235 -1.584
Si 0.741 2.004 2.895
Cl -0.885 3.036 2.212
C 1.452 3.096 4.224
C 2.007 1.802 1.501
C -0.016 0.263 2.899
H 2.547 3.078 4.193
H 1.115 2.836 5.224
H 1.160 4.140 4.033
H -0.990 0.333 2.377
H -0.174 -0.132 3.912
H 0.566 -0.443 2.299
H 2.441 2.773 1.248
H 1.452 1.420 0.616
H 2.806 1.088 1.785
C 0.282 -6.223 0.940
C -0.115 -5.354 -0.240
O -1.507 -4.974 -0.226
C -2.435 -6.066 -0.430
C -2.225 -6.890 -1.689
H 0.090 -5.723 1.894
H 1.355 -6.418 0.882
H -0.229 -7.193 0.935
H 0.433 -4.397 -0.216
H 0.109 -5.895 -1.184
H -2.394 -6.727 0.455
H -3.419 -5.579 -0.446
H -1.382 -7.579 -1.568
H -3.131 -7.475 -1.863
H -2.046 -6.247 -2.556
```

---

E_tot, respectively: -3925.96132 -4067.26141 -3141.88027 -3872.26992 a.u..